A molecular structure, C21H9Cl5N3O8RuS2. Source: the OMol25 dataset; level of theory: the ωB97M-V functional and the def2-TZVPD basis.

Last column: Mulliken spin population.
Cartesian coordinates (Å):
1 Ru 0.932 0.172 0.478  1.030
2 Cl -0.661 -2.703 -0.652  -0.001
3 C 1.069 -2.701 -0.570  -0.009
4 C 1.770 -1.592 -0.088  0.049
5 C 3.162 -1.708 -0.074  -0.103
6 Cl 4.120 -0.381 0.493  0.007
7 C 3.831 -2.850 -0.503  -0.004
8 Cl 5.559 -2.937 -0.460  0.001
9 C 3.105 -3.935 -0.975  0.001
10 Cl 3.918 -5.367 -1.507  0.000
11 C 1.719 -3.857 -1.002  -0.001
12 Cl 0.819 -5.215 -1.588  -0.001
13 O -1.600 3.449 2.125  0.005
14 S -0.814 2.240 2.076  -0.011
15 O -1.241 1.235 1.102  0.022
16 O 0.626 2.419 2.023  0.008
17 C -1.049 1.445 3.678  0.002
18 C -1.846 2.114 4.597  -0.001
19 C -2.028 1.628 5.883  0.001
20 C -1.402 0.455 6.264  0.000
21 C -0.609 -0.227 5.353  0.000
22 C -0.423 0.251 4.060  -0.001
23 S 0.600 -0.811 3.015  0.005
24 O -0.173 -1.133 1.798  0.002
25 O 0.920 -1.932 3.853  -0.001
26 O 1.766 -0.047 2.521  -0.005
27 H -2.312 3.034 4.273  0.000
28 H -2.654 2.171 6.581  0.000
29 H -1.527 0.059 7.265  0.000
30 H -0.124 -1.151 5.632  0.000
31 O -0.084 0.144 -1.245  0.008
32 C 0.298 -0.156 -2.438  -0.007
33 O 1.383 -0.606 -2.782  -0.003
34 C -0.803 0.039 -3.459  0.004
35 C -2.008 0.638 -3.118  0.000
36 C -2.992 0.811 -4.081  0.000
37 C -2.779 0.382 -5.383  0.000
38 C -1.573 -0.218 -5.726  0.000
39 C -0.588 -0.383 -4.765  -0.001
40 H -2.153 0.979 -2.101  -0.002
41 H -3.921 1.300 -3.815  0.000
42 H -3.548 0.523 -6.135  0.000
43 H -1.401 -0.549 -6.744  0.000
44 H 0.367 -0.838 -4.998  0.000
45 N -0.356 4.018 -3.460  0.003
46 C 0.270 3.814 -2.505  -0.001
47 N 1.034 3.713 -1.436  0.005
48 C 1.450 2.617 -0.948  0.003
49 N 1.953 1.647 -0.509  -0.004

Computed properties:
HOMO level (alpha / beta): -3.268 / -3.121 eV
total charge: -2
spin multiplicity: 2
molar mass: 773.78 g mol⁻¹